The following is a quantum chemistry calculation of a cluster of 2 separate species, C19H32N3O2S in total, from OMol25.

Properties
Largest force on an atom: 8.48 eV/A
Highest occupied orbital energy: -0.0769 Ha
Frontier orbital gap: 3.903 eV
Net charge: -1

CARTESIAN COORDINATES (ANGSTROEM)
H  1.20812  3.33559  -2.18728
C  -0.93776  -7.22077  -3.56085
C  -0.21326  -0.79772  -0.10497
C  4.19627  -0.02360  2.57537
H  4.23758  0.28781  3.72633
H  -5.15287  -2.30333  1.50096
H  1.01109  -8.29834  -3.32607
H  2.23100  2.25858  -1.00852
C  0.81554  -0.20348  -1.23182
H  -0.22603  -4.46618  -2.09998
H  -1.30894  -0.48908  -0.46429
C  -4.04101  -2.67185  1.53969
H  0.37882  2.45136  2.19954
O  3.37924  2.35349  2.53441
H  2.24430  4.22666  2.30718
H  0.97833  -0.95298  -2.14024
C  0.40592  -7.41630  -3.16144
H  -3.31925  6.17551  1.19273
H  5.22514  1.78970  1.42593
C  0.81393  -6.26890  -2.51863
C  -3.13491  5.14317  0.63890
H  -2.87327  2.42835  1.25002
O  -2.99261  -2.29417  0.55992
H  1.75983  -6.00359  -2.06575
H  -2.38272  1.41281  -0.25744
H  -1.58131  4.28868  2.09447
H  -3.40742  5.15785  -0.49873
C  0.30695  1.26740  -1.84870
H  3.17037  -0.60255  2.40807
H  1.91119  0.02456  -0.81608
H  -1.51290  3.51740  -1.04162
C  2.53026  3.23603  1.71977
H  -0.85875  1.28946  -1.81083
H  0.57330  1.17714  -3.01120
H  1.45420  1.35662  0.97756
H  -0.83065  5.52570  0.85604
N  -3.38284  -3.59152  2.58969
S  -0.22983  -2.66144  0.06844
C  4.14496  1.39847  1.70264
H  3.60269  1.11628  0.68571
H  -0.00734  -0.35253  0.96535
C  -1.80968  -2.98757  1.09181
H  -3.87836  4.37591  1.17128
H  -2.24175  -5.42228  -3.25404
H  3.04368  3.56767  0.70633
C  1.11028  2.54981  -1.29756
H  5.12728  -0.66106  2.25867
N  -2.00395  -3.79713  2.35386
C  -1.14509  3.30756  0.06012
C  1.13523  2.43282  1.29873
C  -1.91865  2.03818  0.64780
H  -1.56655  -7.92343  -4.09225
C  -1.60756  4.64121  0.95695
C  0.48718  3.32584  0.03514
C  -1.30915  -5.96043  -3.14909
H  -1.37011  1.30317  1.35908
N  -0.23821  -5.39056  -2.51110

Mulliken atomic charge list, values in e, 2 entries: atom 1 (H): 0.38, atom 2 (C): -0.38

The following is a quantum chemistry calculation of an isolated molecule of C19H32N4O4, from OMol25.

Properties
Largest force on an atom: 0.77 eV/A
Highest occupied orbital energy: -0.2821 Ha
Frontier orbital gap: 8.255 eV
Net charge: 0
SMILES: CCCN(CCC)CCNc1c(N2CCN(C(=O)OCC)CC2)c(=O)c1=O

CARTESIAN COORDINATES (ANGSTROEM)
C  -3.69609  -0.69542  0.51498
N  -2.82620  0.10883  -0.31811
C  -1.99584  2.41713  1.31187
H  4.19283  0.36042  -2.74506
C  -0.88439  -0.08111  -1.82857
C  3.37576  0.93678  2.32876
H  -1.26265  3.17006  1.59096
C  -3.32794  1.44444  -0.60788
H  3.69209  1.94053  2.04726
C  -2.35740  2.54567  -0.16166
N  3.46717  -1.19107  1.12635
C  4.29302  -0.13033  1.67012
H  -0.46286  -0.73279  -2.60527
H  0.50401  -0.69349  1.86898
N  -0.04420  -0.08072  -0.65632
H  -4.27167  1.59489  -0.07613
H  0.06987  -0.97567  -0.20007
H  -6.77460  -2.29852  0.36145
C  -5.86157  -1.95356  0.84091
H  -2.83300  3.51182  -0.34324
H  -3.53226  1.55930  -1.68102
C  1.21357  2.10524  -1.15046
H  -2.92063  -0.53126  -2.35187
H  -2.18985  -1.65381  -1.18423
C  1.46457  -0.52232  2.35222
C  2.25068  2.36445  -0.08142
H  -5.55095  -0.32645  -0.53001
H  4.87171  0.30525  0.85835
H  2.63006  -0.47742  -2.53145
C  -4.99449  -1.18441  -0.14695
H  -1.44854  2.51319  -0.75858
O  0.83245  2.62806  -2.17404
C  2.46961  -1.66996  2.06138
O  2.19667  -1.88602  -0.61443
H  4.10905  -1.73068  -4.10937
H  -6.13421  -1.32103  1.68311
H  4.97708  -0.56415  2.40523
H  -3.12383  -1.56519  0.85607
H  -2.87758  2.54481  1.93679
H  -0.93209  0.93412  -2.21972
H  -1.57545  1.43339  1.50322
C  1.72268  1.19856  0.63562
C  0.81458  0.90392  -0.38973
H  3.38460  0.84614  3.41754
O  3.18449  3.11861  0.09108
H  3.76862  -2.67454  -2.65166
H  1.29638  -0.42903  3.43004
C  -2.27998  -0.59832  -1.45605
H  1.97176  -2.53276  1.61936
H  -5.32679  -2.82021  1.22410
C  3.13265  -1.23888  -0.19581
N  2.01581  0.72645  1.87359
C  3.71090  -0.54410  -2.36951
C  4.27099  -1.79065  -3.03714
H  -4.75037  -1.82738  -0.99506
H  -3.94559  -0.10213  1.39851
O  3.97221  -0.53319  -0.96606
H  5.33725  -1.87498  -2.84175
H  2.98790  -1.98051  2.97079

Mulliken atomic charge list, values in e, 2 entries: atom 1 (C): -1.35, atom 2 (N): 1.01

The following is a quantum chemistry calculation of the ion C19H32NO with charge +1, from OMol25.

Properties
Largest force on an atom: 0.86 eV/A
Highest occupied orbital energy: -0.4390 Ha
Frontier orbital gap: 9.805 eV
Net charge: +1
SMILES: CCCCC[C@@](O)(CC[NH+]1CCCCC1)c1ccccc1

CARTESIAN COORDINATES (ANGSTROEM)
H  4.14248  -3.16971  -1.45774
H  -1.40169  0.52012  -2.13341
C  3.36112  -3.01530  -0.72986
C  2.31139  -3.58262  1.34318
H  3.65691  4.92850  0.16105
C  -5.01156  0.35215  1.03982
H  -5.01388  -1.80180  1.21279
H  1.37848  0.48611  -1.69069
H  -3.09263  -2.18254  -0.30476
H  0.08990  -0.26126  1.59685
H  2.26545  -4.18107  2.23986
C  -3.61840  -1.22747  -0.30680
H  -3.26114  1.52926  1.48370
C  1.34872  -2.61293  1.11926
C  2.66923  2.36108  -0.20680
H  -5.82148  0.34596  0.30865
C  -0.61877  -1.33644  -1.36950
C  2.03261  1.05886  0.27463
H  -2.60014  1.93609  -0.86217
C  2.40004  -2.04751  -0.95498
H  5.16727  4.47092  0.94686
C  0.32390  -0.76946  -0.28181
H  3.10496  2.20449  -1.19574
H  -4.06715  1.12557  -1.44244
H  -5.45043  0.53972  2.01827
H  -4.52082  2.41648  0.62916
H  4.52144  2.07706  0.84636
O  -0.48779  -0.56375  0.88573
H  2.44686  -1.46049  -1.85937
H  3.32377  3.01665  1.73633
C  4.39991  4.13927  0.25281
C  -4.30104  -0.99764  1.03492
C  1.38973  -1.82735  -0.02452
C  -4.01443  1.45435  0.69647
H  2.80644  0.29514  0.36957
H  -0.99125  -2.29737  -1.00976
C  0.94934  0.57729  -0.69352
H  -1.97298  -0.13559  0.23885
H  -2.38801  -0.89066  -2.53107
H  -0.02966  -1.53313  -2.26401
H  0.55653  -2.48118  1.84207
N  -2.64305  -0.14646  -0.57055
H  0.16529  1.33820  -0.73634
H  4.07555  -4.53567  0.59750
H  -3.55601  -1.03060  1.83245
H  1.90073  3.13261  -0.30168
C  3.75661  2.85009  0.74714
H  4.86094  3.98768  -0.72034
C  -3.33253  1.15928  -0.63406
H  -4.35485  -1.23143  -1.11442
H  1.60517  1.22566  1.26814
C  3.32310  -3.78301  0.42237
C  -1.78421  -0.42616  -1.74846

Mulliken atomic charge list, values in e, 2 entries: atom 1 (H): 0.42, atom 2 (H): 0.49

The following is a quantum chemistry calculation of a cluster of 4 separate species, C19H32NO8P in total, from OMol25.

Properties
Largest force on an atom: 4.84 eV/A
Highest occupied orbital energy: -0.2938 Ha
Frontier orbital gap: 6.715 eV
Net charge: 0
SMILES: C=CCC1=C(P(=N)(O)O)C(=O)OC1=O.C1CCOC1.C1CCOC1.C1CCOC1

CARTESIAN COORDINATES (ANGSTROEM)
P  -1.55263  0.00953  2.22456
C  -6.02698  0.37737  3.20801
C  -6.87808  0.63878  4.43506
O  1.50164  2.72575  3.02520
C  0.20836  -0.20086  -4.65568
H  -5.04580  0.85278  3.26787
C  3.86862  -0.57897  2.38478
C  5.03682  -0.68141  -2.23555
H  1.88026  -1.08873  -3.59635
H  4.43291  -3.39689  -3.73208
N  -2.89855  0.89961  2.19373
H  -0.86051  -0.42302  -4.73951
H  -6.67772  1.64356  4.82180
H  6.97865  -2.52387  -4.21547
H  0.68514  -0.45607  -5.60352
H  -9.02299  1.09766  4.47139
C  1.63832  -0.53380  0.85221
O  2.96788  2.65463  1.12640
H  -0.27232  1.93680  -4.75088
H  1.49366  -0.53167  -0.28017
C  2.07250  2.16971  1.82829
C  0.80094  -0.94610  -3.47584
O  4.39949  -1.96847  -2.22732
C  -8.08876  1.20304  2.49647
H  -8.59096  -0.46581  3.75947
O  -0.76019  3.41642  3.10006
O  0.59316  -0.12303  -2.31910
H  4.77247  0.09414  2.15271
H  0.33620  -1.92238  -3.32003
H  3.69456  -0.82977  3.48070
H  1.43072  1.55271  -4.45110
H  3.56441  -1.94892  0.66669
C  0.16871  1.17848  -2.74872
H  0.72463  1.94515  -2.20410
H  7.12898  -1.18234  -2.19393
C  -0.02393  1.11082  2.17365
C  6.08789  -1.98351  -3.89077
H  -5.88490  -0.69699  3.04533
H  -8.79677  0.81847  1.75822
H  -2.63860  1.89969  2.18774
H  -0.89474  1.28057  -2.50726
O  -1.57980  -0.90390  0.76502
H  0.90297  -1.33242  1.25786
C  6.37695  -0.85995  -2.92153
H  -0.68073  -1.04886  3.91215
C  1.25451  0.82567  1.57226
H  4.39299  0.00757  -2.79304
C  3.10308  -1.07934  1.26791
H  5.58466  -1.58731  -4.77903
C  -8.27832  0.57836  3.86527
H  -6.69894  -0.07827  5.23817
H  5.13590  -0.31391  -1.21135
C  0.40082  1.24256  -4.24533
H  5.67002  -3.56453  -2.46803
H  6.73503  0.05277  -3.40062
O  -6.75023  0.89942  2.08371
C  5.12977  -2.84721  -3.09537
C  0.09079  2.57079  2.80527
H  -2.52805  -0.90250  0.47664
H  -8.18731  2.29323  2.53972
O  -1.62664  -0.97531  3.61742

Mulliken atomic charge list, values in e, 2 entries: atom 1 (P): 1.19, atom 2 (C): -0.14